A cluster of 13 separate species, C36H107N9O13 in total, computed with wB97M-V/def2-TZVPD.

HOMO level (spin up / spin down)	0.35 / -6.63	eV
net charge	-1
HOMO-LUMO gap (spin up / spin down)	1.5 / 8.4	eV
energy relative to the best compared isomer or geometry (same formula, charge and spin)	3.220	eV
strongest force on any atom	3.0	eV/Å
multiplicity	2

Each atom is followed by the atoms it is bonded to, with distances in Å.
Cartesian coordinates (Å):
1 O 19.87 -9.31 -24.12  C53 1.364, C56 1.422
2 O 17.78 -16.42 -22.30  H115 0.957, H116 0.957
3 O 23.00 -18.38 -12.82  C37 1.445, C45 1.357
4 O 24.75 -15.58 -24.51  C41 1.351, C50 1.437
5 O 26.21 -20.11 -17.33  C25 1.447, C28 1.444
6 O 19.97 -19.31 -21.01  H64 0.957, H147 0.957
7 O 19.72 -20.58 -17.88  C43 1.364, C57 1.426
8 O 19.48 -10.83 -16.40  C27 1.442, C47 1.494
9 O 16.92 -13.84 -21.55  H63 0.957, H161 0.957
10 O 23.09 -20.04 -20.79  H76 0.957, H157 0.957
11 O 19.43 -18.27 -12.91  C52 1.507, C54 1.392
12 O 26.19 -14.22 -19.63  C23 1.368, C48 1.421
13 O 22.03 -16.06 -18.56  C34 1.477, C35 1.421
14 N 22.77 -14.37 -27.24  C49 1.464, H125 1.010, H152 1.010
15 N 29.64 -15.57 -19.60  C39 1.487, H60 1.010, H129 1.010
16 N 21.61 -11.83 -26.30  C38 1.446, H84 1.010, H164 1.010
17 N 20.54 -12.80 -14.48  C36 1.419, H81 1.010, H95 1.010
18 N 28.97 -20.05 -16.53  C40 1.449, H78 1.010, H102 1.010
19 N 20.79 -16.86 -22.12  C33 1.522, H136 1.010, H149 1.010
20 N 17.93 -18.76 -19.17  C42 1.395, H105 1.010, H160 1.010
21 N 23.72 -21.46 -10.99  C32 1.469, H94 1.010, H104 1.010
22 N 16.74 -20.67 -12.55  C58 1.457, H106 1.010, H118 1.010
23 C 25.26 -15.14 -19.25  O12 1.368, H73 1.090, H139 1.090, H140 1.090
24 C 25.24 -19.61 -11.24  C32 1.546, H71 1.090, H146 1.090, H154 1.090
25 C 26.65 -19.06 -16.44  O5 1.447, C40 1.614, H67 1.090, H92 1.090
26 C 20.80 -14.67 -21.07  C33 1.492, H87 1.090, H108 1.090, H122 1.090
27 C 19.53 -9.64 -17.21  O8 1.442, H65 1.090, H103 1.090, H144 1.090
28 C 24.87 -19.92 -17.82  O5 1.444, H86 1.090, H99 1.090, H120 1.090
29 C 16.50 -18.36 -17.32  C42 1.581, H131 1.090, H138 1.090, H159 1.090
30 C 28.61 -18.51 -14.74  C40 1.463, H79 1.090, H143 1.090, H145 1.090
31 C 20.22 -14.00 -16.57  C36 1.554, H59 1.090, H61 1.090, H80 1.090
32 C 23.76 -20.03 -11.32  N21 1.469, C24 1.546, C37 1.545, H100 1.090
33 C 21.43 -16.02 -21.02  N19 1.522, C26 1.492, C35 1.626, H83 1.090
34 C 22.23 -16.88 -17.34  O13 1.477, H66 1.090, H101 1.090, H127 1.090
35 C 21.34 -16.77 -19.58  O13 1.421, C33 1.626, H128 1.090, H133 1.090
36 C 20.98 -12.86 -15.83  N17 1.419, C31 1.554, C47 1.538, H150 1.090
37 C 23.08 -19.82 -12.69  O3 1.445, C32 1.545, H90 1.090, H135 1.090
38 C 21.02 -11.30 -25.09  N16 1.446, C46 1.581, C56 1.627, H85 1.090
39 C 28.35 -15.28 -18.93  N15 1.487, C48 1.569, C55 1.500, H77 1.090
40 C 27.98 -19.48 -15.63  N18 1.449, C25 1.614, C30 1.463, H111 1.090
41 C 23.67 -15.00 -25.09  O4 1.351, C49 1.560, H82 1.090, H141 1.090
42 C 17.93 -18.86 -17.78  N20 1.395, C29 1.581, C57 1.585, H74 1.090
43 C 20.38 -21.57 -17.21  O7 1.364, H62 1.090, H137 1.090, H155 1.090
44 C 24.83 -13.46 -26.79  C49 1.505, H96 1.090, H113 1.090, H156 1.090
45 C 22.52 -17.84 -13.96  O3 1.357, H112 1.090, H119 1.090, H130 1.090
46 C 22.11 -11.44 -23.96  C38 1.581, H72 1.090, H93 1.090, H123 1.090
47 C 20.82 -11.49 -16.52  O8 1.494, C36 1.538, H75 1.090, H142 1.090
48 C 27.46 -14.70 -20.08  O12 1.421, C39 1.569, H107 1.090, H165 1.090
49 C 24.03 -14.73 -26.58  N14 1.464, C41 1.560, C44 1.505, H70 1.090
50 C 25.10 -15.12 -23.20  O4 1.437, H97 1.090, H98 1.090, H117 1.090
51 C 16.64 -18.34 -12.28  C58 1.502, H69 1.090, H158 1.090, H163 1.090
52 C 19.28 -17.82 -14.34  O11 1.507, H89 1.090, H124 1.090, H148 1.090
53 C 19.85 -7.98 -23.80  O1 1.364, H88 1.090, H114 1.090, H153 1.090
54 C 18.86 -19.50 -12.62  O11 1.392, C58 1.548, H109 1.090, H151 1.090
55 C 28.62 -14.53 -17.65  C39 1.500, H121 1.090, H132 1.090, H134 1.090
56 C 20.65 -9.72 -25.24  O1 1.422, C38 1.627, H126 1.090, H162 1.090
57 C 18.41 -20.32 -17.38  O7 1.426, C42 1.585, H68 1.090, H91 1.090
58 C 17.37 -19.44 -13.01  N22 1.457, C51 1.502, C54 1.548, H110 1.090
59 H 20.51 -14.94 -16.11  C31 1.090
60 H 29.98 -14.63 -19.70  N15 1.010
61 H 19.13 -13.94 -16.44  C31 1.090
62 H 19.94 -22.52 -17.50  C43 1.090
63 H 17.49 -13.14 -21.24  O9 0.957
64 H 20.84 -19.39 -20.62  O6 0.957
65 H 19.88 -8.78 -16.64  C27 1.090
66 H 21.29 -17.19 -16.89  C34 1.090
67 H 25.91 -18.67 -15.75  C25 1.090
68 H 17.71 -21.12 -17.58  C57 1.090
69 H 17.11 -17.46 -12.73  C51 1.090
70 H 24.52 -15.55 -27.10  C49 1.090
71 H 25.34 -18.63 -11.72  C24 1.090
72 H 22.02 -10.60 -23.27  C46 1.090
73 H 24.42 -14.45 -19.33  C23 1.090
74 H 18.64 -18.11 -17.45  C42 1.090
75 H 21.13 -11.59 -17.55  C47 1.090
76 H 23.09 -19.61 -21.65  O10 0.957
77 H 27.96 -16.24 -18.60  C39 1.090
78 H 29.81 -20.31 -16.04  N18 1.010
79 H 29.51 -18.90 -14.25  C30 1.090
80 H 20.45 -13.94 -17.63  C31 1.090
81 H 20.81 -11.93 -14.06  N17 1.010
82 H 22.85 -15.72 -25.04  C41 1.090
83 H 22.50 -15.97 -21.23  C33 1.090
84 H 21.94 -12.78 -26.20  N16 1.010
85 H 20.12 -11.87 -24.82  C38 1.090
86 H 24.62 -20.59 -18.65  C28 1.090
87 H 19.74 -14.64 -20.84  C26 1.090
88 H 19.95 -7.61 -22.78  C53 1.090
89 H 18.32 -17.40 -14.62  C52 1.090
90 H 22.03 -20.12 -12.56  C37 1.090
91 H 18.47 -20.35 -16.29  C57 1.090
92 H 26.85 -18.18 -17.05  C25 1.090
93 H 21.96 -12.38 -23.43  C46 1.090
94 H 23.84 -21.57 -9.99  N21 1.010
95 H 19.54 -12.77 -14.61  N17 1.010
96 H 25.38 -13.61 -27.71  C44 1.090
97 H 24.19 -14.98 -22.62  C50 1.090
98 H 25.70 -14.21 -23.25  C50 1.090
99 H 24.60 -18.91 -18.13  C28 1.090
100 H 23.07 -19.56 -10.61  C32 1.090
101 H 22.69 -17.84 -17.57  C34 1.090
102 H 28.50 -20.91 -16.78  N18 1.010
103 H 18.56 -9.53 -17.69  C27 1.090
104 H 24.61 -21.90 -11.20  N21 1.010
105 H 17.18 -19.28 -19.60  N20 1.010
106 H 15.83 -20.80 -12.95  N22 1.010
107 H 27.88 -13.77 -20.47  C48 1.090
108 H 21.00 -14.29 -22.08  C26 1.090
109 H 18.99 -19.75 -11.56  C54 1.090
110 H 17.35 -19.54 -14.09  C58 1.090
111 H 27.71 -20.38 -15.08  C40 1.090
112 H 21.79 -18.46 -14.49  C45 1.090
113 H 24.22 -12.57 -26.92  C44 1.090
114 H 20.64 -7.34 -24.19  C53 1.090
115 H 17.34 -16.58 -21.47  O2 0.957
116 H 17.58 -15.51 -22.51  O2 0.957
117 H 25.64 -15.97 -22.77  C50 1.090
118 H 17.24 -21.48 -12.91  N22 1.010
119 H 23.37 -17.72 -14.64  C45 1.090
120 H 24.24 -20.30 -17.01  C28 1.090
121 H 29.03 -15.14 -16.84  C55 1.090
122 H 21.23 -13.89 -20.44  C26 1.090
123 H 23.09 -11.52 -24.44  C46 1.090
124 H 19.62 -18.61 -15.01  C52 1.090
125 H 22.28 -15.23 -27.39  N14 1.010
126 H 21.50 -9.06 -25.42  C56 1.090
127 H 22.84 -16.36 -16.59  C34 1.090
128 H 20.26 -16.82 -19.40  C35 1.090
129 H 29.45 -15.82 -20.56  N15 1.010
130 H 22.18 -16.81 -13.80  C45 1.090
131 H 15.64 -18.77 -17.86  C29 1.090
132 H 27.67 -14.03 -17.45  C55 1.090
133 H 21.72 -17.78 -19.68  C35 1.090
134 H 29.46 -13.88 -17.88  C55 1.090
135 H 23.56 -20.35 -13.51  C37 1.090
136 H 19.80 -16.66 -22.06  N19 1.010
137 H 20.41 -21.44 -16.13  C43 1.090
138 H 16.43 -17.29 -17.53  C29 1.090
139 H 25.26 -15.92 -20.01  C23 1.090
140 H 25.34 -15.52 -18.23  C23 1.090
141 H 23.38 -14.09 -24.58  C41 1.090
142 H 21.58 -10.82 -16.10  C47 1.090
143 H 27.85 -18.26 -14.00  C30 1.090
144 H 20.21 -9.65 -18.06  C27 1.090
145 H 28.95 -17.57 -15.15  C30 1.090
146 H 25.42 -19.51 -10.17  C24 1.090
147 H 20.03 -18.53 -21.56  O6 0.957
148 H 19.87 -16.92 -14.50  C52 1.090
149 H 21.05 -16.40 -22.98  N19 1.010
150 H 22.05 -13.01 -15.91  C36 1.090
151 H 19.38 -20.36 -13.05  C54 1.090
152 H 23.11 -14.05 -28.14  N14 1.010
153 H 18.89 -7.60 -24.15  C53 1.090
154 H 25.93 -20.30 -11.72  C24 1.090
155 H 21.43 -21.63 -17.52  C43 1.090
156 H 25.38 -13.18 -25.89  C44 1.090
157 H 23.74 -20.73 -20.86  O10 0.957
158 H 16.79 -18.33 -11.21  C51 1.090
159 H 16.33 -18.35 -16.24  C29 1.090
160 H 18.78 -19.09 -19.61  N20 1.010
161 H 16.09 -13.41 -21.74  O9 0.957
162 H 20.10 -9.70 -26.18  C56 1.090
163 H 15.58 -18.30 -12.55  C51 1.090
164 H 22.45 -11.30 -26.48  N16 1.010
165 H 27.34 -15.50 -20.80  C48 1.090

Mulliken population analysis, charges in e, atoms 1 to 4: -0.008 -0.859 -0.418 -0.392

***

A cluster of 2 separate species, C34H40N2O5 in total, computed with wB97M-V/def2-TZVPD.

HOMO level	-4.88	eV
net charge	0
HOMO-LUMO gap	2.5	eV
energy relative to the best compared isomer or geometry (same formula, charge and spin)	4.641	eV
strongest force on any atom	1.9	eV/Å

Each atom is followed by the atoms it is bonded to, with distances in Å.
Cartesian coordinates (Å):
1 O -3.83 4.89 2.97  C28 1.456, C40 1.362
2 O 1.24 4.37 0.93  C25 1.231
3 O -4.00 -2.25 -1.20  C22 1.242
4 O -2.31 6.15 1.07  C24 1.362, C30 1.449
5 O -2.95 2.50 3.75  C16 1.361, C36 1.443
6 N 1.94 1.03 0.01  C12 1.347, C21 1.478, C37 1.453
7 N 2.97 3.02 0.22  C21 1.454, C25 1.368, C38 1.447
8 C 2.36 -1.05 -1.07  C12 1.384, C32 1.388, H44 1.088
9 C 4.49 1.15 -0.11  C21 1.530, H60 1.086, H62 1.093, H81 1.093
10 C -2.65 -7.15 0.23  C17 1.391, C23 1.406, H52 1.097
11 C 3.49 -5.38 -3.05  C20 1.402, C39 1.386, H47 1.089
12 C 1.61 -0.25 -0.23  N6 1.347, C8 1.384, H50 1.098
13 C 5.01 -3.52 -3.49  C20 1.403, C41 1.395, H61 1.091
14 C 3.02 1.95 -2.00  C21 1.533, H54 1.098, H66 1.094, H78 1.091
15 C -3.78 -2.44 1.20  C22 1.524, H42 1.091, H53 1.106, H76 1.095
16 C -2.64 2.86 2.47  O5 1.361, C19 1.395, C40 1.420
17 C -1.98 -5.93 0.19  C10 1.391, C33 1.434, H68 1.093
18 C -0.34 2.04 -0.39  C27 1.502, C37 1.538, H48 1.097, H72 1.102
19 C -1.85 2.13 1.58  C16 1.395, C27 1.398, H58 1.095
20 C 4.70 -4.89 -3.56  C11 1.402, C13 1.403, H67 1.086
21 C 3.13 1.76 -0.48  N6 1.478, N7 1.454, C9 1.530, C14 1.533
22 C -3.35 -2.69 -0.24  O3 1.242, C15 1.524, C34 1.469
23 C -3.63 -7.46 -0.72  C10 1.406, C35 1.407, H49 1.099
24 C -2.46 4.79 0.99  O4 1.362, C29 1.396, C40 1.415
25 C 1.67 3.28 0.58  O2 1.231, N7 1.368, C37 1.532
26 C -3.35 -5.27 -1.73  C33 1.438, C35 1.390, H73 1.092
27 C -1.41 2.73 0.40  C18 1.502, C19 1.398, C29 1.387
28 C -3.13 5.46 4.11  O1 1.456, H43 1.087, H55 1.095, H63 1.097
29 C -1.85 4.00 0.03  C24 1.396, C27 1.387, H79 1.095
30 C -1.22 6.74 0.33  O4 1.449, H65 1.100, H70 1.098, H74 1.089
31 C 2.91 -3.13 -2.30  C32 1.438, C39 1.417, C41 1.431
32 C 2.02 -2.33 -1.50  C8 1.388, C31 1.438, H56 1.092
33 C -2.42 -4.89 -0.70  C17 1.434, C26 1.438, C34 1.420
34 C -2.15 -3.53 -0.42  C22 1.469, C33 1.420, H57 1.093
35 C -3.92 -6.54 -1.75  C23 1.407, C26 1.390, H80 1.097
36 C -2.89 1.12 4.18  O5 1.443, H64 1.099, H69 1.093, H77 1.100
37 C 0.92 1.95 0.49  N6 1.453, C18 1.538, C25 1.532, H51 1.106
38 C 3.91 4.11 0.05  N7 1.447, H45 1.092, H59 1.092, H75 1.097
39 C 2.60 -4.51 -2.44  C11 1.386, C31 1.417, H71 1.094
40 C -3.07 4.16 2.10  O1 1.362, C16 1.420, C24 1.415
41 C 4.11 -2.63 -2.90  C13 1.395, C31 1.431, H46 1.095
42 H -4.38 -1.53 1.24  C15 1.091
43 H -3.89 6.05 4.60  C28 1.087
44 H 3.27 -0.60 -1.45  C8 1.088
45 H 4.89 3.82 0.42  C38 1.092
46 H 4.31 -1.56 -2.88  C41 1.095
47 H 3.24 -6.43 -3.11  C11 1.089
48 H -0.66 1.03 -0.68  C18 1.097
49 H -4.12 -8.44 -0.72  C23 1.099
50 H 0.69 -0.60 0.25  C12 1.098
51 H 0.64 1.64 1.52  C37 1.106
52 H -2.39 -7.88 1.01  C10 1.097
53 H -4.41 -3.26 1.61  C15 1.106
54 H 2.12 2.53 -2.25  C14 1.098
55 H -2.76 4.66 4.77  C28 1.095
56 H 1.09 -2.78 -1.16  C32 1.092
57 H -1.21 -3.19 0.03  C34 1.093
58 H -1.48 1.14 1.84  C19 1.095
59 H 3.57 4.99 0.60  C38 1.092
60 H 4.56 0.08 -0.32  C9 1.086
61 H 5.95 -3.15 -3.90  C13 1.091
62 H 4.72 1.30 0.95  C9 1.093
63 H -2.30 6.09 3.77  C28 1.097
64 H -3.63 0.52 3.63  C36 1.099
65 H -0.31 6.12 0.40  C30 1.100
66 H 3.90 2.47 -2.39  C14 1.094
67 H 5.39 -5.58 -4.03  C20 1.086
68 H -1.20 -5.69 0.91  C17 1.093
69 H -3.16 1.14 5.24  C36 1.093
70 H -1.51 6.87 -0.72  C30 1.098
71 H 1.66 -4.85 -2.00  C39 1.094
72 H -0.10 2.59 -1.32  C18 1.102
73 H -3.65 -4.51 -2.45  C26 1.092
74 H -1.03 7.70 0.79  C30 1.089
75 H 4.01 4.38 -1.01  C38 1.097
76 H -2.89 -2.35 1.83  C15 1.095
77 H -1.88 0.70 4.05  C36 1.100
78 H 2.95 0.99 -2.51  C14 1.091
79 H -1.53 4.43 -0.93  C29 1.095
80 H -4.60 -6.82 -2.56  C35 1.097
81 H 5.27 1.64 -0.69  C9 1.093

Mulliken population analysis, charges in e, atoms 1 to 4: -0.493 -0.680 -0.600 -0.464